1.
64
Properties=species:S:1:pos:R:3:lowdin_charge:R:1 method="wB97M-V/def2-TZVPD" homo_ev=-2.94 charge=-2 spin_multiplicity=1
Hg -0.48 -0.17 0.54 0.951
C 6.40 2.38 1.17 -0.201
Si 4.54 2.32 0.83 0.486
C 4.32 2.54 -1.01 -0.188
C 3.79 3.75 1.77 -0.192
C 3.90 0.66 1.42 -0.269
C 4.77 -0.28 1.96 -0.110
C 4.31 -1.53 2.36 -0.093
C 2.96 -1.79 2.20 -0.154
N 2.10 -0.91 1.70 0.008
C 2.54 0.28 1.31 -0.743
S 1.37 1.40 0.64 0.560
H 6.80 3.34 0.83 0.023
H 6.94 1.59 0.63 0.025
H 6.63 2.27 2.23 0.025
H 4.70 3.51 -1.34 0.024
H 3.27 2.47 -1.29 -0.001
H 4.86 1.76 -1.56 0.030
H 4.23 4.70 1.44 0.024
H 3.98 3.65 2.84 0.029
H 2.71 3.80 1.62 -0.001
H 5.82 -0.05 2.06 0.083
H 4.97 -2.28 2.77 0.087
H 2.54 -2.75 2.48 0.106
N -2.08 -3.43 0.43 0.136
C -1.09 -3.27 -0.52 -0.493
N -0.82 -4.18 -1.44 0.009
N 0.19 -3.64 -2.15 -0.118
N 0.50 -2.48 -1.68 -0.091
N -0.30 -2.20 -0.63 -0.056
C -2.39 -2.58 1.46 -0.492
N -3.32 -2.88 2.36 0.025
N -3.32 -1.82 3.19 -0.113
N -2.45 -0.95 2.83 -0.093
N -1.83 -1.40 1.72 -0.109
H -2.69 -4.22 0.31 0.133
N -5.10 0.92 2.69 0.124
N -3.89 1.56 2.51 -0.307
N -3.24 2.12 3.51 0.102
C -2.12 2.48 2.91 -0.258
N -2.11 2.17 1.60 -0.020
N -3.26 1.58 1.37 0.057
H -5.48 0.77 1.75 0.050
H -4.87 -0.01 3.06 0.055
H -1.30 2.96 3.41 0.087
C 0.37 -1.16 -4.55 -0.087
N -0.59 -0.42 -3.76 -0.184
C -1.99 -0.81 -3.90 -0.039
C -0.20 0.21 -2.64 -0.383
O -0.98 0.68 -1.81 -0.105
H 0.32 -2.22 -4.30 0.059
H 1.37 -0.80 -4.33 0.079
H 0.16 -1.02 -5.61 0.077
H -2.11 -1.85 -3.59 0.096
H -2.30 -0.69 -4.94 0.087
H -2.61 -0.19 -3.26 0.065
H 0.89 0.28 -2.52 0.119
F -3.94 -0.93 -0.74 -0.360
Sb -5.60 -0.60 -1.59 1.347
F -5.00 -1.43 -3.18 -0.376
F -4.97 1.06 -2.25 -0.373
F -7.29 -0.26 -2.39 -0.393
F -6.24 0.27 -0.01 -0.383
F -6.27 -2.25 -0.96 -0.380



2.
46
Properties=species:S:1:pos:R:3:lowdin_charge:R:1 method="wB97M-V/def2-TZVPD" homo_ev="-9.93 / -10.14" charge=+1 spin_multiplicity=2 s_squared=0.7637
Tc 1.41 -0.56 -1.37 1.007
N -3.68 0.26 -2.80 0.171
C -3.09 -0.22 -3.93 -0.512
N -4.02 -0.28 -4.92 0.157
N -1.88 -0.57 -4.15 0.157
C -1.00 -0.48 -3.14 -0.195
N -0.28 -0.40 -2.25 -0.073
H -4.62 -0.08 -2.67 0.126
H -3.13 0.16 -1.95 0.108
H -4.61 0.54 -4.96 0.123
H -3.59 -0.46 -5.82 0.122
C -1.55 1.11 4.94 -0.079
C -1.79 1.24 3.45 -0.243
N -0.58 0.92 2.70 0.000
C -0.11 1.57 1.62 -0.764
S 0.61 0.69 0.39 0.744
N -0.18 2.91 1.51 0.001
C -0.28 3.89 2.57 -0.241
C 0.79 4.96 2.42 -0.075
H -2.48 1.32 5.49 0.083
H -0.78 1.80 5.28 0.074
H -1.22 0.10 5.20 0.081
H -2.16 2.23 3.19 0.109
H -2.55 0.52 3.13 0.123
H -0.39 -0.08 2.64 0.124
H 0.15 3.25 0.61 0.123
H -0.16 3.41 3.55 0.113
H -1.27 4.35 2.51 0.119
H 1.79 4.52 2.46 0.087
H 0.71 5.71 3.21 0.085
H 0.69 5.48 1.45 0.080
C 0.77 -2.27 -0.44 -0.228
C 1.92 -2.90 -1.06 -0.412
C 3.10 -3.10 -0.34 -0.068
C 4.18 -3.75 -0.92 -0.048
C 4.10 -4.20 -2.24 -0.065
C 2.94 -4.00 -2.97 -0.072
C 1.85 -3.35 -2.39 -0.061
H 0.74 -2.09 0.66 0.055
H -0.26 -2.51 -0.79 0.079
H 3.17 -2.77 0.70 0.124
H 5.09 -3.92 -0.35 0.113
H 4.95 -4.71 -2.70 0.110
H 2.87 -4.34 -4.00 0.108
H 0.94 -3.20 -2.97 0.104
O 2.90 -0.70 -0.59 -0.476



3.
41
Properties=species:S:1:pos:R:3:lowdin_charge:R:1 method="wB97M-V/def2-TZVPD" homo_ev=-9.61 smiles="C=CCNC(=O)[C@H](C(=O)OCC)C1CCCCC1" spin_multiplicity=1
C 2.09 3.52 2.78 0.003
C 0.92 2.96 2.51 -0.171
C 0.27 2.98 1.17 -0.174
N 0.02 1.63 0.69 0.087
C -1.21 1.08 0.70 -0.467
O -2.22 1.69 0.95 0.084
C -1.22 -0.41 0.30 -0.101
C -0.40 -1.19 1.30 -0.462
O -0.85 -1.89 2.16 0.140
O 0.92 -0.99 1.13 -0.037
C 1.80 -1.60 2.08 -0.202
C 1.94 -0.74 3.33 -0.054
H 2.29 0.26 3.07 0.064
H 0.98 -0.66 3.83 0.080
H 2.65 -1.20 4.01 0.079
H 2.75 -1.70 1.56 0.125
H 1.41 -2.59 2.34 0.123
H -2.26 -0.75 0.40 0.167
C -0.74 -0.62 -1.15 -0.285
C -1.58 0.22 -2.12 -0.152
C -1.12 0.00 -3.55 -0.196
C -1.20 -1.47 -3.93 -0.209
C -0.37 -2.31 -2.96 -0.197
C -0.83 -2.10 -1.53 -0.152
H -1.87 -2.43 -1.43 0.131
H -0.22 -2.69 -0.85 0.118
H -0.45 -3.37 -3.22 0.109
H 0.69 -2.03 -3.05 0.116
H -0.85 -1.62 -4.95 0.107
H -2.24 -1.80 -3.88 0.114
H -1.73 0.59 -4.23 0.110
H -0.08 0.34 -3.66 0.115
H -1.51 1.28 -1.86 0.117
H -2.63 -0.07 -2.03 0.131
H 0.30 -0.30 -1.22 0.146
H 0.83 1.03 0.58 0.131
H -0.71 3.47 1.23 0.124
H 0.89 3.51 0.44 0.122
H 0.37 2.44 3.28 0.107
H 2.52 3.49 3.77 0.052
H 2.65 4.05 2.03 0.056



4.
80
Properties=species:S:1:pos:R:3:lowdin_charge:R:1 method="wB97M-V/def2-TZVPD" homo_ev=-3.74 charge=-1 spin_multiplicity=1
C -3.68 1.07 -1.32 -0.095
C -3.49 -0.19 -2.26 -0.561
F -3.29 0.15 -3.60 -0.117
P -4.97 -1.41 -2.01 0.659
C -5.89 -1.23 -0.39 -0.239
B -6.88 -2.46 -0.02 -0.671
O -8.20 -2.60 -0.46 0.106
O -6.40 -3.45 0.86 0.104
P -6.34 0.04 -3.07 0.575
N -7.82 -0.55 -3.31 -0.360
C -5.37 -2.67 -3.37 -0.868
O -6.23 -3.56 -3.22 -0.079
O -4.77 -2.58 -4.52 -0.119
P -3.54 -2.94 -1.17 0.711
N -2.28 -3.28 -2.39 -0.208
O -4.32 -4.46 -1.05 -0.353
H -2.69 1.60 -1.29 0.005
H -4.48 1.76 -1.68 0.054
H -3.85 0.70 -0.27 0.077
H -2.55 -0.68 -1.86 -0.054
H -6.53 -0.31 -0.48 0.072
H -5.18 -1.00 0.46 0.072
H -8.20 -3.05 -1.32 0.101
H -5.54 -3.17 1.24 0.079
H -6.54 1.25 -2.29 -0.045
H -5.76 0.37 -4.34 -0.022
H -7.87 -1.49 -2.90 -0.084
H -1.50 -2.62 -2.28 -0.109
H -1.87 -4.16 -2.05 0.010
H -4.13 -4.91 -1.90 0.049
C 0.43 1.27 -3.00 -1.519
Br -0.57 2.86 -2.53 0.593
Br 2.31 1.44 -2.56 0.521
Br -0.34 -0.32 -2.22 0.676
H 0.36 1.16 -4.08 -0.050
C 1.92 -3.01 0.48 -1.592
Br 2.86 -1.38 0.00 0.540
Br 0.03 -2.88 0.10 0.577
Br 2.71 -4.57 -0.35 0.554
H 2.03 -3.13 1.55 -0.045
C 6.33 -2.57 1.39 -1.635
Br 5.05 -2.79 2.82 0.557
Br 8.09 -2.12 2.07 0.544
Br 6.39 -4.11 0.22 0.551
H 6.00 -1.73 0.78 -0.156
C 0.55 5.90 0.26 -1.570
Br -1.11 5.86 -0.73 0.524
Br 0.37 6.87 1.93 0.540
Br 1.25 4.12 0.55 0.529
H 1.27 6.44 -0.34 -0.021
C 5.90 2.41 -0.31 -1.577
Br 4.09 2.89 0.18 0.502
Br 6.43 0.71 0.45 0.622
Br 6.15 2.44 -2.23 0.574
H 6.55 3.16 0.10 -0.028
C 7.10 -6.00 5.38 -1.613
Br 5.18 -5.78 5.35 0.554
Br 7.84 -6.15 3.60 0.557
Br 7.97 -4.61 6.41 0.539
H 7.31 -6.94 5.89 -0.033
C -3.97 8.64 -2.86 -1.621
Br -4.98 10.23 -2.39 0.557
Br -2.10 8.83 -2.42 0.535
Br -4.74 7.05 -2.07 0.569
H -4.04 8.53 -3.93 -0.028
C 1.74 8.72 5.71 -1.621
Br 0.08 8.69 4.71 0.536
Br 1.56 9.69 7.37 0.561
Br 2.44 6.94 5.98 0.568
H 2.46 9.26 5.10 -0.027
C 0.39 -0.80 -7.22 -1.624
Br -1.06 -1.01 -5.97 0.628
Br 0.24 0.84 -8.24 0.547
Br 2.12 -0.95 -6.34 0.546
H 0.33 -1.62 -7.93 -0.032
C 9.91 -5.38 10.41 -1.625
Br 8.87 -3.96 11.21 0.562
Br 8.79 -6.79 9.72 0.546
Br 11.13 -4.70 9.07 0.549
H 10.52 -5.81 11.20 -0.032



5.
56
Properties=species:S:1:pos:R:3:lowdin_charge:R:1 method="wB97M-V/def2-TZVPD" homo_ev="-12.01 / -12.01" charge=+1 spin_multiplicity=10 s_squared=24.7707
Fe -1.39 -0.41 -0.92 1.270
Fe -0.92 2.59 0.24 1.208
C -2.88 1.68 -1.23 -0.839
O -2.48 0.87 -2.03 0.046
O -2.35 2.79 -1.22 0.018
O -2.56 1.17 -0.18 -0.022
C 0.62 0.43 0.46 -0.849
O 0.05 -0.65 0.54 0.005
O 0.38 1.36 1.21 -0.025
O 0.26 0.83 -0.63 -0.094
O -2.74 -2.00 -0.26 0.056
C -3.37 -2.97 0.04 -0.424
O -3.12 -3.67 1.21 0.006
C -2.02 -3.40 2.04 -0.215
C -0.78 -4.08 1.42 -0.042
C -4.63 -3.48 -0.67 0.067
H -2.24 -3.79 3.03 0.136
H -1.77 -2.34 2.15 0.090
H 0.19 -3.80 1.84 0.079
H -0.69 -3.94 0.34 0.075
H -0.77 -5.13 1.69 0.081
H -5.32 -3.20 0.14 0.105
H -4.76 -4.56 -0.70 0.105
H -4.82 -2.93 -1.59 0.099
Br -0.08 0.03 -6.50 0.554
C -1.16 1.35 -5.47 -0.663
C -0.40 1.92 -4.28 -0.653
Br 1.24 2.72 -5.06 0.639
H -2.00 0.72 -5.18 0.043
H -1.48 2.11 -6.17 0.060
H -0.21 1.12 -3.56 0.035
H -1.02 2.67 -3.79 0.057
Br 4.43 2.12 -1.24 0.718
C 3.27 0.91 -2.25 -0.693
C 4.03 0.16 -3.40 -0.611
Br 2.86 -1.31 -4.14 0.550
H 2.51 1.52 -2.73 -0.008
H 2.92 0.18 -1.52 0.027
H 5.03 -0.21 -3.17 0.054
H 4.27 0.80 -4.25 0.050
Br 1.23 4.43 3.41 0.536
C 2.69 3.05 3.12 -0.578
C 3.33 3.26 1.72 -0.708
Br 4.41 4.95 1.59 0.576
H 2.14 2.12 3.29 0.017
H 3.40 3.16 3.94 0.059
H 2.60 3.31 0.91 0.003
H 4.02 2.46 1.46 -0.006
Br -1.62 0.23 5.84 0.625
C -0.75 -0.61 4.29 -0.696
C 0.77 -0.60 4.45 -0.667
Br 1.31 -1.86 5.89 0.597
H -1.06 0.03 3.45 0.033
H -1.06 -1.64 4.15 0.032
H 1.14 0.39 4.75 0.035
H 1.32 -0.87 3.54 0.049



6.
51
Properties=species:S:1:pos:R:3:lowdin_charge:R:1 method="wB97M-V/def2-TZVPD" homo_ev="-9.46 / -12.15" charge=+1 spin_multiplicity=5 s_squared=6.2196
O -0.48 -1.09 -3.66 -0.145
H -0.28 -1.13 -4.63 0.112
Rh 0.01 0.22 -0.44 1.200
N 1.32 -1.19 -1.07 -0.198
N -0.98 -1.59 -0.13 -0.123
N 0.53 2.15 -0.22 -0.258
N -1.56 1.06 0.60 -0.131
O 2.53 -0.94 -1.31 0.017
O 1.72 2.57 -0.47 -0.080
O -2.61 0.46 1.15 -0.011
O -2.06 -1.81 0.56 -0.031
C -0.40 -2.71 -0.64 -0.224
C 0.85 -2.48 -1.23 -0.203
C -0.34 3.03 0.33 -0.244
C -1.48 2.39 0.87 -0.260
C 1.64 -3.44 -2.05 0.014
H 1.45 -3.28 -3.13 0.112
H 1.32 -4.47 -1.80 0.087
H 2.71 -3.31 -1.84 0.098
C -1.10 -4.00 -0.49 0.010
H -2.07 -3.99 -0.99 0.109
H -1.27 -4.25 0.56 0.105
H -0.51 -4.80 -0.92 0.079
C -0.03 4.48 0.40 -0.005
C -2.44 3.08 1.77 -0.015
H 0.63 4.76 -0.43 0.087
H 0.46 4.75 1.34 0.104
H -0.95 5.07 0.32 0.094
H -3.10 2.37 2.28 0.083
H -3.07 3.80 1.22 0.099
H -1.90 3.67 2.53 0.097
H 1.69 1.44 -1.86 0.084
H -2.43 -0.59 0.90 0.019
C -1.84 -0.06 -2.60 -0.016
H -2.26 -1.06 -2.73 0.039
H -1.64 0.61 -3.44 0.042
H -2.57 0.45 -1.92 0.024
O 0.94 0.89 -2.28 -0.176
H 0.23 -0.51 -3.30 0.021
H 0.23 1.53 -2.55 0.101
Br 0.11 -1.46 5.18 0.783
C 1.05 -0.68 3.71 -0.619
C 2.35 -0.19 3.84 -0.063
C 2.98 0.33 2.71 -0.001
C 2.27 0.34 1.51 -0.104
N 1.01 -0.07 1.42 -0.019
C 0.39 -0.60 2.48 -0.136
H 2.83 -0.25 4.80 0.116
H 3.99 0.74 2.72 0.127
H 2.76 0.72 0.61 0.105
H -0.62 -0.96 2.33 0.097